C32H84As2F12N5O5 as an isolated structure in a non-equilibrium geometry. Source: the OMol25 dataset; level of theory: the ωB97M-V functional and the def2-TZVPD basis.

Values from the calculation:
Charge: +3
HOMO level: -12.88 eV
E_LUMO: -5.24 eV
Max |F|: 4.05 eV/Å
Energy relative to the best compared isomer or geometry (same formula, charge and spin): 185.6 kcal/mol

Each line ends with the Mulliken charge.
Element x y z (Å)
C  -9.5956  -11.6241  6.8080  -1.2107
C  -8.1183  -11.5166  6.4004  -0.3814
N  -7.3755  -10.3525  7.0816  -0.2910
C  -7.0271  -10.8543  8.5331  -1.0656
C  -6.0263  -10.2683  6.3164  -0.5984
C  -5.0810  -9.1830  6.9229  -1.0560
C  -8.1516  -9.0011  7.2613  -0.5400
C  -8.4767  -8.3398  5.9379  -0.6403
O  -9.3984  -9.1826  5.2971  -0.1511
C  -10.3007  -8.6215  4.3174  -0.8555
H  -9.9420  -11.3787  7.8120  0.3989
H  -9.7445  -12.6973  6.6890  0.4089
H  -10.2463  -11.2214  6.0318  0.2175
H  -7.9867  -11.2913  5.3421  0.4158
H  -7.5582  -12.4053  6.6911  0.5389
H  -6.2895  -11.6516  8.4407  0.3728
H  -8.0416  -11.1274  8.8234  0.4841
H  -6.6233  -10.0793  9.1846  0.4549
H  -6.2048  -9.9439  5.2912  0.4288
H  -5.5643  -11.2447  6.1709  0.5532
H  -4.0845  -9.2973  6.4963  0.3829
H  -5.0868  -9.2318  8.0118  0.2568
H  -5.4798  -8.2726  6.4756  0.3005
H  -7.5240  -8.3103  7.8244  0.4965
H  -9.1006  -9.2758  7.7217  0.3883
H  -7.6002  -8.2475  5.2966  0.3016
H  -8.9121  -7.3647  6.1563  0.4742
H  -11.0130  -9.4040  4.0558  0.2576
H  -9.7382  -8.3092  3.4376  0.3023
H  -10.8893  -7.8325  4.7855  0.3558
C  -8.6572  -14.8885  -10.4395  -1.1752
C  -7.7954  -14.2251  -11.4854  -0.4584
N  -6.3400  -14.7991  -11.7775  0.4627
C  -5.7441  -13.8993  -12.8704  -0.9767
C  -5.6202  -14.7922  -10.4116  -0.5719
C  -4.0834  -15.1340  -10.5341  -1.3104
C  -6.3925  -16.2616  -12.2321  -0.5772
C  -6.7016  -16.5552  -13.7590  -0.7920
O  -7.7555  -15.7724  -14.0980  -0.2936
C  -8.2058  -15.7305  -15.4473  -0.8155
H  -9.6362  -14.4207  -10.3353  0.4157
H  -8.1888  -14.6521  -9.4841  0.3357
H  -8.7721  -15.9595  -10.6063  0.3034
H  -7.6946  -13.1450  -11.3788  0.4506
H  -8.2616  -14.1968  -12.4702  0.4008
H  -5.7907  -12.9041  -12.4282  0.4211
H  -6.2535  -14.0162  -13.8269  0.2943
H  -4.7090  -14.1353  -13.1171  0.3719
H  -6.0363  -15.6064  -9.8183  0.4604
H  -5.6990  -13.8051  -9.9562  0.4187
H  -3.4608  -14.3319  -10.9305  0.3461
H  -3.7922  -16.0733  -11.0042  0.3547
H  -3.7927  -15.2746  -9.4930  0.4273
H  -7.1998  -16.7590  -11.6945  0.2577
H  -5.4896  -16.8073  -11.9582  0.4101
H  -6.9295  -17.6146  -13.8770  0.4456
H  -5.9017  -16.2279  -14.4232  0.4677
H  -8.9785  -16.4816  -15.6108  0.2928
H  -7.3779  -15.8133  -16.1514  0.3611
H  -8.7388  -14.7905  -15.5903  0.2724
C  3.1998  -10.7896  -3.8585  -1.2447
C  3.1244  -9.2401  -3.7714  -0.5194
N  4.1954  -8.4991  -2.8595  0.0241
C  3.8537  -6.9327  -3.0291  -0.7967
C  4.0543  -8.9449  -1.3646  -0.4711
C  2.6058  -8.8020  -0.8564  -1.1623
C  5.6530  -8.8707  -3.2453  -0.6038
C  5.8556  -8.8775  -4.7730  -0.7714
O  5.2904  -7.7396  -5.4417  -0.3120
C  5.1362  -7.8531  -6.8751  -0.7509
H  2.8961  -11.2738  -2.9304  0.2946
H  4.1456  -11.2392  -4.1607  0.2522
H  2.5936  -11.2772  -4.6219  0.4341
H  2.1570  -9.0371  -3.3121  0.6043
H  3.1323  -8.7229  -4.7309  0.4399
H  2.9965  -6.6696  -2.4095  0.3235
H  3.6943  -6.7344  -4.0889  0.3644
H  4.7090  -6.3243  -2.7351  0.3439
H  4.7767  -8.4113  -0.7470  0.4610
H  4.3787  -9.9837  -1.3019  0.4158
H  2.2330  -7.7795  -0.7973  0.3071
H  2.5645  -9.1416  0.1786  0.4299
H  1.9767  -9.5552  -1.3307  0.2998
H  5.7180  -9.9140  -2.9366  0.3760
H  6.3874  -8.2515  -2.7302  0.4665
H  5.5668  -9.8958  -5.0332  0.3067
H  6.8916  -8.9185  -5.1095  0.6101
H  4.3725  -8.6135  -7.0386  0.3329
H  6.1136  -8.0601  -7.3110  0.3087
H  4.8266  -6.9052  -7.3153  0.2368
C  -8.7376  -2.9233  -3.3960  -1.4251
C  -9.3699  -4.1566  -2.8408  0.2905
C  -10.2582  -4.7853  -3.9612  -0.8915
O  -10.8143  -6.0550  -3.6303  -0.3231
C  -11.4037  -6.7094  -4.6756  -0.7829
N  -8.2151  -5.1137  -2.7356  -0.3195
H  -7.5774  -4.5791  -2.1633  0.3718
H  -8.3242  -6.0598  -2.3992  0.3318
H  -7.7236  -5.2808  -3.6020  0.3498
H  -8.1172  -2.9112  -4.2921  0.3926
H  -8.1897  -2.5554  -2.5285  0.4515
H  -9.3593  -2.0508  -3.5966  0.3820
H  -9.7946  -3.9872  -1.8513  0.3453
H  -9.7381  -4.7604  -4.9188  0.4243
H  -11.1320  -4.1574  -4.1352  0.4665
H  -10.7493  -7.1709  -5.4152  0.3189
H  -12.2350  -6.2030  -5.1662  0.3373
H  -11.9000  -7.4857  -4.0933  0.2798
C  -3.9876  -20.3365  3.1639  -1.3637
C  -3.8610  -21.2746  1.9316  0.1824
C  -4.2362  -22.7392  1.9658  -0.7209
O  -3.9904  -23.3684  0.7341  -0.3305
C  -4.5026  -24.7285  0.8603  -0.7851
N  -4.6342  -20.5775  0.7957  -0.3110
H  -5.5544  -20.9595  0.6301  0.3544
H  -4.8240  -19.6107  1.0182  0.3500
H  -4.2657  -20.5294  -0.1434  0.3363
H  -3.2547  -20.7418  3.8615  0.3690
H  -4.9027  -20.6173  3.6853  0.3720
H  -3.8219  -19.2625  3.0796  0.4481
H  -2.8541  -21.2092  1.5194  0.2897
H  -5.2910  -22.6658  2.2303  0.3809
H  -3.8102  -23.3113  2.7901  0.4651
H  -5.5781  -24.7521  1.0360  0.3450
H  -3.9737  -25.3860  1.5503  0.3266
H  -4.4077  -25.1743  -0.1299  0.2919
As  -5.3330  -12.2878  -1.8221  1.9749
F  -6.1945  -13.7212  -2.5952  -0.4984
F  -3.7232  -12.9177  -2.2741  -0.4751
F  -4.5773  -10.8209  -1.0046  -0.5189
F  -6.9229  -11.6330  -1.2245  -0.5016
F  -5.0975  -13.4243  -0.4133  -0.5010
F  -5.5865  -11.3828  -3.3386  -0.4805
As  -7.7694  -22.4397  -6.0986  1.9657
F  -9.2987  -21.6143  -5.8991  -0.4559
F  -6.9498  -20.9066  -5.6143  -0.5055
F  -6.1769  -23.3833  -6.4724  -0.5230
F  -8.7668  -23.9199  -6.5871  -0.5079
F  -7.7345  -21.9421  -7.8771  -0.5173
F  -7.8317  -22.9322  -4.4442  -0.4563